A | A gas-phase ion, C7H8NO3 (charge +1). Source: the Open Molecules 2025 dataset; level of theory: ωB97M-V with the def2-TZVPD basis set.

Element x y z (Å)
C 1.616 0.030 -1.150
N 0.464 -0.571 -0.507
C -0.804 -0.408 -1.228
C -1.945 -0.423 -0.281
C -1.441 0.319 0.925
O -2.019 0.791 1.825
C 0.147 0.199 0.769
C 0.970 1.274 1.495
O 1.380 2.379 1.398
C 0.800 -0.055 2.114
O 1.230 -0.811 2.934
H 1.485 1.103 -0.908
H 2.482 -0.378 -0.584
H 1.850 -0.076 -2.233
H 0.527 -1.500 -0.141
H -0.996 -1.119 -2.093
H -0.818 0.663 -1.624
H -2.219 -1.468 0.139
H -2.711 0.052 -0.850

Calculated values
**LUMO energy**: -5.96 eV
**HOMO energy**: -14.0717 eV
**SMILES**: C[N@@H+]1CCC(=O)C12C(=O)C2=O
**Frontier orbital gap**: 0.298 Ha
**Total charge**: +1

---

B | A gas-phase ion, C7H8NO3 (charge +1). Source: the Open Molecules 2025 dataset; level of theory: ωB97M-V with the def2-TZVPD basis set.

Element x y z (Å)
O -2.658 -0.522 -2.160
C -1.906 -1.258 -1.702
C -0.461 -0.850 -0.618
C 0.117 -2.064 -0.381
C 1.185 -2.074 0.630
C 1.365 -0.778 1.126
O 2.328 -0.107 1.795
C 0.423 0.125 0.512
N 0.149 1.368 0.432
C -0.676 2.245 -0.440
O -0.684 3.373 0.314
H -1.979 -2.313 -1.811
H 0.037 -3.020 -0.780
H 1.830 -2.815 0.883
H 3.120 -0.617 1.779
H 0.626 1.922 1.089
H -0.077 2.445 -1.249
H -1.617 1.757 -0.538
H -1.122 3.185 1.116

Calculated values
**LUMO energy (spin up / spin down)**: -5.80 / -5.80 eV
**HOMO energy (spin up / spin down)**: -13.0004 / -13.0009 eV
**SMILES**: O=CC1=CC=C(O)/C1=[NH+]/CO
**Frontier orbital gap (spin up / spin down)**: 0.265 / 0.265 Ha
**Total charge**: +1

---

On energetic grounds, A is preferred over the next structure by 46.7 kJ/mol.

---

A | 3 unconnected molecules or ions with the total composition C4H14O4. Source: the Open Molecules 2025 dataset; level of theory: ωB97M-V with the def2-TZVPD basis set.

Element x y z (Å)
O -0.905 0.370 -1.764
C -0.818 1.710 -1.238
C 0.480 1.736 -0.390
C 1.545 0.619 -0.564
C 1.197 -0.719 0.094
O 0.672 -1.741 -0.742
H -0.908 0.302 -2.724
H -0.995 2.563 -1.898
H -1.753 1.764 -0.670
H 1.064 2.672 -0.588
H 0.175 1.738 0.659
H 2.556 0.894 -0.257
H 1.729 0.652 -1.659
H 0.400 -0.627 0.883
H 2.054 -1.270 0.514
H -0.103 -1.439 -1.225
O -1.223 -2.345 1.228
H -0.618 -2.456 0.448
H -2.050 -2.614 0.809
O -0.545 -0.462 3.291
H -1.359 -0.042 2.985
H -0.597 -1.303 2.808

Calculated values
**LUMO energy**: 0.45 eV
**HOMO energy**: -10.1114 eV
**SMILES**: OCCCCO.O.O
**Frontier orbital gap**: 0.388 Ha

---

B | 5 unconnected molecules or ions with the total composition C4H14O4. Source: the Open Molecules 2025 dataset; level of theory: ωB97M-V with the def2-TZVPD basis set.

Element x y z (Å)
C -0.037 -0.320 2.034
C -2.431 1.025 -0.584
O 0.970 1.527 -0.253
C -1.333 0.745 0.199
C -1.303 -0.063 1.321
H 0.815 -0.182 1.332
H 0.021 -1.362 2.385
H 0.116 0.328 2.900
H -3.382 0.604 -0.298
H -2.351 1.734 -1.403
H 1.665 0.818 -0.028
H -0.403 1.236 -0.107
H -2.223 -0.494 1.699
H -1.126 0.123 -1.852
H 1.328 2.017 -0.997
O -0.504 -0.133 -2.528
H 3.396 -0.596 0.478
H 1.792 -1.294 -0.399
O 2.451 -0.483 0.420
H 0.096 -0.713 -2.011
H 1.299 -2.728 -1.165
O 1.143 -1.787 -1.145

Calculated values
**LUMO energy**: -3.15 eV
**HOMO energy**: -8.7349 eV
**Frontier orbital gap**: 0.205 Ha

---

On energetic grounds, A is preferred over the next structure by 336.4 kJ/mol.

---

A | A molecular structure, C8H19NO. Source: the Open Molecules 2025 dataset; level of theory: ωB97M-V with the def2-TZVPD basis set.

Element x y z (Å)
C -1.394 1.649 -0.519
C 0.604 1.660 -0.805
C -2.012 0.486 -1.159
N -1.632 1.818 0.845
O 0.947 2.684 0.117
H 1.234 2.287 0.945
H -1.501 2.590 -1.051
H -1.576 0.961 1.377
H -1.038 2.531 1.255
H 0.504 2.143 -1.778
H 1.467 1.039 -1.032
H -3.001 0.247 -0.766
H -1.373 -0.431 -0.864
H -2.024 0.565 -2.244
C 2.031 -1.322 -1.036
C 1.531 -0.481 1.308
C -1.106 -1.977 1.109
C 0.987 -1.016 0.010
C -0.209 -1.675 -0.061
H -0.362 -2.321 -0.920
H 0.764 0.002 1.913
H 1.570 -1.588 -1.992
H 2.648 -2.154 -0.706
H 2.688 -0.459 -1.219
H 1.968 -1.294 1.903
H 2.320 0.254 1.118
H -2.152 -2.017 0.799
H -0.857 -2.948 1.548
H -1.026 -1.233 1.902

Calculated values
**LUMO energy**: 0.80 eV
**HOMO energy**: -7.7884 eV
**Frontier orbital gap**: 0.316 Ha

---

B | 2 unconnected molecules or ions with the total composition C8H19NO. Source: the Open Molecules 2025 dataset; level of theory: ωB97M-V with the def2-TZVPD basis set.

Element x y z (Å)
C -0.362 3.111 -0.085
C -0.601 1.584 0.204
N 0.360 0.753 -0.709
C 1.710 0.622 -0.574
C -0.324 0.051 -1.689
C -1.572 0.570 -2.369
O 0.267 -0.910 -2.309
H 0.382 3.428 0.956
H -1.324 3.646 -0.008
H -0.053 3.502 -0.904
H -0.321 1.241 1.360
H -1.590 1.334 -0.216
H 2.370 0.346 0.343
H 2.318 0.312 -1.405
H 1.900 1.731 -0.179
H -2.173 1.376 -1.971
H -1.100 0.822 -3.377
H -2.296 -0.196 -2.434
C 0.285 -2.897 1.329
C -0.416 -1.868 2.168
C 0.530 -1.158 3.235
H 1.239 -2.379 1.092
H -0.012 -3.069 0.308
H 0.642 -3.897 1.670
H -0.621 -0.982 1.580
H -1.220 -2.249 2.748
H 1.312 -0.754 2.698
H -0.244 -0.525 3.769
H 0.638 -1.777 4.092

Calculated values
**LUMO energy**: 0.70 eV
**HOMO energy**: -8.6916 eV
**SMILES**: CCN(C)C(C)=O.CCC
**Frontier orbital gap**: 0.345 Ha

---

On energetic grounds, A is preferred over the next structure by 130.5 kJ/mol.

---

A | 2 unconnected molecules or ions with the total composition C8H19NO. Source: the Open Molecules 2025 dataset; level of theory: ωB97M-V with the def2-TZVPD basis set.

Element x y z (Å)
C -1.169 0.014 2.571
C -2.214 0.241 1.425
N -1.930 0.027 -0.042
C -2.470 1.084 -0.920
C -1.059 -1.015 -0.337
C -0.659 -1.067 -1.822
O -0.545 -1.655 0.553
H -1.170 0.881 3.244
H -0.111 -0.292 2.350
H -1.143 -0.961 3.076
H -2.905 -0.570 1.593
H -2.465 1.281 1.620
H -2.677 1.854 -0.171
H -1.940 1.539 -1.748
H -3.309 0.665 -1.469
H -1.358 -0.549 -2.485
H 0.356 -0.718 -1.723
H -0.749 -2.079 -2.200
C 2.573 1.208 -1.127
C 2.015 -0.031 -0.376
C 2.938 -0.852 0.520
H 1.753 1.818 -1.499
H 3.147 0.984 -2.032
H 3.253 1.759 -0.466
H 1.163 0.421 0.150
H 1.341 -0.738 -0.865
H 3.757 -1.169 -0.117
H 3.297 -0.414 1.444
H 2.282 -1.664 0.853

Calculated values
**LUMO energy**: 0.81 eV
**HOMO energy**: -9.0405 eV
**SMILES**: CCN(C)C(C)=O.CCC
**Frontier orbital gap**: 0.362 Ha

---

B | A single C8H19NO molecule. Source: the Open Molecules 2025 dataset; level of theory: ωB97M-V with the def2-TZVPD basis set.

Element x y z (Å)
C 1.565 0.231 -1.059
C 0.782 0.656 0.200
C 0.943 2.178 0.354
N 1.370 0.050 1.405
C -0.743 0.245 0.140
C -1.428 0.752 -1.140
C -1.474 0.863 1.347
C -0.987 -1.279 0.250
C -0.594 -2.223 -0.792
O 0.820 -2.790 0.000
H 1.591 -0.851 -1.151
H 2.600 0.565 -0.960
H 1.162 0.679 -1.966
H 0.423 2.725 -0.430
H 2.001 2.437 0.285
H 0.582 2.515 1.324
H 1.551 -0.935 1.239
H 2.262 0.488 1.607
H -1.017 0.296 -2.039
H -2.492 0.516 -1.101
H -1.341 1.833 -1.240
H -2.494 0.481 1.407
H -0.950 0.619 2.268
H -1.543 1.945 1.257
H -0.181 -1.833 0.957
H -1.996 -1.488 0.603
H -1.213 -3.117 -0.859
H -0.245 -1.840 -1.747
H 1.045 -3.716 -0.158

Calculated values
**LUMO energy**: 0.79 eV
**HOMO energy**: -8.9524 eV
**SMILES**: CC(C)(N)C(C)(C)CCO
**Frontier orbital gap**: 0.358 Ha

---

On energetic grounds, B is preferred over the next structure by 105.6 kJ/mol.

---

A | 15 unconnected molecules or ions with the total composition C4H38N2O15. Source: the Open Molecules 2025 dataset; level of theory: ωB97M-V with the def2-TZVPD basis set.

Element x y z (Å)
N 0.919 -1.014 -3.619
C 2.715 2.226 -2.771
C 2.301 1.045 -3.640
C 0.977 0.358 -3.162
C 0.891 0.295 -1.623
N -0.214 0.909 -1.013
O 1.646 -0.217 -0.797
H 1.763 -1.542 -3.481
H 0.494 -1.075 -4.540
H 2.072 2.482 -1.951
H 2.842 3.200 -3.270
H 3.748 2.080 -2.321
H 1.954 1.213 -4.670
H 3.013 0.200 -3.547
H 0.138 1.017 -3.397
H -0.841 1.565 -1.403
H -0.128 1.061 0.006
H -0.988 -3.442 2.162
H -2.348 -3.432 2.609
O -1.535 -2.942 2.792
H -2.614 -3.005 -2.880
H -1.728 -3.486 -1.868
O -1.901 -3.658 -2.797
H -2.636 -2.153 -0.715
H -1.843 -1.627 0.538
O -2.496 -2.293 0.220
H -5.041 -0.782 2.367
H -4.241 -1.225 1.105
O -4.841 -0.554 1.462
H 3.158 -0.596 0.930
H 4.202 -1.579 1.180
O 4.110 -0.624 1.175
H -2.637 3.069 0.639
H -3.841 2.192 0.960
O -3.574 3.106 0.863
H -0.877 3.870 -2.645
H -2.148 3.505 -3.343
O -1.189 3.321 -3.381
H -0.189 2.178 2.313
H 1.228 2.070 1.565
O 0.303 2.320 1.502
H 2.159 -2.434 3.888
H 2.196 -2.423 2.244
O 1.725 -2.164 3.070
H -0.340 5.135 -0.361
H -0.426 3.686 -0.042
O -0.179 4.295 -0.777
H -1.444 -0.493 2.110
H -0.063 -1.013 1.764
O -0.799 -0.515 1.375
H 3.353 -3.542 0.309
H 1.859 -3.291 -0.044
O 2.485 -3.404 0.704
H -2.213 -0.305 4.695
H -1.562 -1.162 3.462
O -2.320 -0.729 3.839
H 3.462 0.925 2.728
H 2.275 0.159 2.958
O 2.597 1.061 3.134

Calculated values
**LUMO energy**: -0.14 eV
**HOMO energy**: -8.9542 eV
**Frontier orbital gap**: 0.324 Ha

---

B | 15 unconnected molecules or ions with the total composition C4H38N2O15. Source: the Open Molecules 2025 dataset; level of theory: ωB97M-V with the def2-TZVPD basis set.

Element x y z (Å)
C -2.776 1.931 2.061
C -3.595 1.106 1.007
C -2.700 0.282 0.090
C -1.484 1.058 -0.350
N -0.351 0.283 -0.567
O -1.480 2.234 -0.686
N -1.902 1.112 2.891
H -2.157 2.537 1.405
H -3.507 2.507 2.629
H -4.071 1.977 0.552
H -4.347 0.466 1.465
H -3.241 0.107 -0.844
H -2.377 -0.620 0.598
H 0.510 0.672 -0.211
H -0.448 -0.646 -0.177
H -2.344 0.955 3.785
H -0.998 1.544 3.019
H -0.682 4.222 -0.429
H 0.527 3.247 -0.567
O 0.267 4.127 -0.330
H -2.996 -3.040 -2.774
H -2.814 -3.833 -1.439
O -2.633 -3.831 -2.374
H 2.326 -3.664 -2.811
H 1.439 -2.577 -2.221
O 2.256 -2.707 -2.757
H 3.649 -0.139 -1.591
H 3.278 -1.296 -2.627
O 3.897 -0.559 -2.418
H 1.886 -2.473 2.565
H 2.910 -2.647 1.547
O 2.379 -3.206 2.136
H 2.285 0.186 -3.818
H 1.477 1.117 -4.639
O 1.709 0.195 -4.595
H 1.248 1.510 3.649
H 1.875 1.605 2.267
O 1.055 1.430 2.711
H 0.071 -4.450 1.259
H 1.120 -3.847 0.366
O 0.202 -4.063 0.384
H 0.598 -0.209 2.788
H -0.390 -1.335 3.026
O 0.463 -1.181 2.611
H 1.211 -1.262 0.948
H 1.953 -1.410 -0.464
O 1.864 -0.880 0.337
H 0.807 3.247 3.452
H -0.380 3.866 2.768
O -0.138 3.417 3.573
H 1.655 4.310 0.852
H 1.450 3.022 1.553
O 2.081 3.764 1.561
H -1.537 0.516 -3.006
H -0.457 -0.520 -3.607
O -1.330 -0.412 -3.184
H -0.855 -1.964 -2.196
H -0.902 -3.177 -1.505
O -0.212 -2.523 -1.742

Calculated values
**LUMO energy**: -0.15 eV
**HOMO energy**: -9.4759 eV
**Frontier orbital gap**: 0.343 Ha

---

C | 15 unconnected molecules or ions with the total composition C4H38N2O15. Source: the Open Molecules 2025 dataset; level of theory: ωB97M-V with the def2-TZVPD basis set.

Element x y z (Å)
C 2.959 1.397 1.942
C 2.375 1.046 0.593
C 2.103 2.249 -0.291
N 1.139 0.167 0.813
C -0.098 0.688 1.045
N -1.182 -0.047 0.516
O -0.313 1.823 1.454
H 3.650 2.232 1.898
H 2.278 1.771 2.763
H 3.467 0.530 2.380
H 3.054 0.410 0.031
H 1.267 2.198 -0.980
H 3.014 2.547 -0.857
H 1.857 3.171 0.297
H 1.191 -0.708 0.311
H -1.034 -1.038 0.427
H -2.095 0.116 0.944
H 0.397 2.352 3.325
H 0.306 2.326 4.840
O 0.617 2.881 4.118
H -1.250 3.178 -2.021
H -1.657 1.656 -1.643
O -1.300 2.261 -2.292
H 2.882 -0.697 -1.653
H 1.400 -1.341 -2.044
O 2.230 -1.391 -1.537
H -2.730 0.930 -4.025
H -3.752 0.437 -2.961
O -3.228 0.160 -3.722
H -2.243 2.318 1.983
H -3.238 2.124 3.044
O -3.103 1.877 2.116
H 1.438 -4.309 -1.802
H 1.913 -3.295 -0.817
O 1.887 -4.248 -0.953
H 2.198 -1.684 3.054
H 1.369 -2.761 3.854
O 2.240 -2.343 3.748
H -0.385 -2.068 2.528
H -0.843 -1.505 3.743
O -0.467 -2.345 3.439
H 1.577 -2.785 0.709
H 0.338 -3.650 0.904
O 0.677 -2.758 1.032
H 2.255 2.191 -4.026
H 1.641 1.174 -3.045
O 2.203 1.970 -3.092
H -2.237 -1.252 -2.821
H -2.016 -2.179 -3.932
O -1.658 -2.006 -3.046
H -3.525 0.414 -0.362
H -2.663 -0.150 -1.333
O -3.626 -0.060 -1.265
H -0.257 -1.160 -3.323
H 0.354 -0.180 -4.292
O 0.626 -0.772 -3.583
H -3.664 -1.180 0.875
H -4.644 -0.295 1.560
O -3.693 -0.388 1.432

Calculated values
**LUMO energy**: -0.15 eV
**HOMO energy**: -10.0296 eV
**Frontier orbital gap**: 0.363 Ha

---

On energetic grounds, C is preferred over the next structure by 15.2 kJ/mol.

---

A | A molecular structure, C8H10N3O. Source: the Open Molecules 2025 dataset; level of theory: ωB97M-V with the def2-TZVPD basis set.

Element x y z (Å)
C 1.927 -0.663 -2.442
C 0.933 -1.601 -2.086
C 2.261 0.440 -1.621
C 0.270 -1.326 -0.888
C 1.547 0.754 -0.394
C 0.526 -0.152 -0.299
C -2.855 0.424 1.870
C -1.909 0.283 0.918
N -0.205 -0.661 2.259
N 1.955 1.851 0.273
N -0.639 -0.160 1.221
O -2.182 0.617 -0.346
H 2.554 -0.701 -3.433
H 0.643 -2.529 -2.524
H 3.165 0.927 -1.839
H -0.630 -1.890 -0.643
H -3.760 0.850 1.456
H -2.846 0.006 2.762
H -0.900 -0.681 3.117
H 2.586 2.371 -0.289
H 1.820 2.108 1.255
H -3.039 0.969 -0.503

Calculated values
**LUMO energy**: -5.53 eV
**HOMO energy**: -12.0674 eV
**Frontier orbital gap**: 0.240 Ha
**Total charge**: +1

---

B | A gas-phase ion, C8H10N3O (charge +1). Source: the Open Molecules 2025 dataset; level of theory: ωB97M-V with the def2-TZVPD basis set.

Element x y z (Å)
C -2.015 -1.455 1.523
C -0.545 -1.115 1.469
O 0.231 -1.896 1.970
C -0.051 -0.174 0.466
C -0.597 1.064 0.088
C -1.764 1.812 0.696
N 0.024 1.507 -1.111
N 1.098 0.583 -1.342
C 2.231 0.373 -2.184
C 2.878 -0.695 -1.632
C 2.077 -1.228 -0.479
N 1.045 -0.421 -0.367
H -2.529 -0.842 2.295
H -2.169 -2.502 1.765
H -2.484 -1.269 0.566
H -2.216 1.270 1.523
H -1.415 2.788 1.024
H -2.572 1.924 -0.047
H 0.060 2.514 -1.346
H 2.558 0.964 -3.036
H 3.814 -1.108 -1.944
H 2.342 -2.094 0.104

Calculated values
**LUMO energy**: -3.73 eV
**HOMO energy**: -12.9567 eV
**SMILES**: CC(=O)c1c(C)[nH]n2ccc[n+]12
**Frontier orbital gap**: 0.339 Ha
**Total charge**: +1

---

On energetic grounds, B is preferred over the next structure by 223.0 kJ/mol.